(1)
This record from OMol25 describes C28H30BCaFN9O as an isolated structure. The level of theory is ωB97M-V with the def2-TZVPD basis set.

The frontier orbital gap (alpha / beta) comes out at 7.36 / 6.75 eV. The charge is 0. Its spin multiplicity is 2. The LUMO energy (alpha / beta) comes out at 0.51 / -0.30 eV. The expectation value of S² is 0.789.

Cartesian coordinates (Å):
Ca1 0.092 -0.419 1.113
C1 1.933 2.835 2.062
C2 2.613 1.952 2.894
C3 1.932 1.293 3.910
C4 0.570 1.508 4.088
C5 -0.110 2.386 3.255
C6 0.573 3.054 2.243
H1 2.466 3.354 1.273
H2 3.672 1.777 2.751
H3 2.461 0.609 4.560
H4 0.037 0.976 4.865
H5 -1.172 2.549 3.383
H6 0.036 3.732 1.594
C7 -0.740 -2.662 -2.737
C8 -0.140 -2.518 -1.483
N1 -0.749 -1.574 -0.769
N2 -1.763 -1.104 -1.543
C9 -1.767 -1.742 -2.727
B1 -2.644 0.136 -1.142
N3 -1.800 1.423 -1.334
C10 -1.885 2.429 -2.226
C11 -0.807 3.265 -2.040
C12 -0.095 2.673 -0.993
N4 -0.685 1.565 -0.560
N5 -3.108 0.058 0.346
C13 -4.351 0.247 0.829
C14 -4.290 0.261 2.203
C15 -2.936 0.061 2.487
N6 -2.222 -0.041 1.369
N7 -3.911 0.057 -1.999
C16 -4.744 -1.015 -2.007
C17 -5.760 -0.757 -2.890
C18 -5.467 0.533 -3.377
N8 -4.363 1.021 -2.840
H7 -0.473 -3.338 -3.530
H8 0.710 -3.033 -1.062
H9 -2.496 -1.497 -3.481
H10 -2.712 2.471 -2.912
H11 -0.575 4.167 -2.580
H12 0.832 2.993 -0.545
H13 -5.190 0.370 0.165
H14 -5.106 0.389 2.893
H15 -2.440 -0.032 3.441
H16 -4.544 -1.877 -1.391
H17 -6.589 -1.396 -3.142
H18 -6.016 1.126 -4.092
N9 0.153 -3.312 4.317
C19 0.546 -2.277 3.557
O1 -0.263 -1.369 3.287
C20 1.967 -2.277 3.049
C21 2.006 -1.950 1.543
H19 -0.806 -3.370 4.612
H20 0.772 -4.087 4.470
H21 2.452 -3.207 3.377
H22 2.456 -1.474 3.612
H23 1.857 -2.893 0.995
H24 3.023 -1.631 1.284
F1 6.715 -0.719 -4.237
C22 5.677 -0.422 -3.426
C23 4.390 -0.569 -3.913
C24 3.331 -0.267 -3.082
C25 3.540 0.181 -1.757
C26 2.450 0.454 -0.908
C27 4.876 0.313 -1.312
C28 5.941 0.014 -2.139
H25 4.240 -0.917 -4.926
H26 2.315 -0.379 -3.442
H27 2.617 0.789 0.108
H28 1.438 0.351 -1.281
H29 5.063 0.646 -0.298
H30 6.967 0.107 -1.808

Atoms 1-2, force components in eV/Å:
Ca 0.4089 0.6475 0.2068
C -0.0218 -0.0282 0.0278


(2)
This record from OMol25 describes a 2-piece molecular cluster, C5H15N3 overall. The level of theory is ωB97M-V with the def2-TZVPD basis set.

The frontier orbital gap (alpha / beta) comes out at 6.26 / 6.21 eV. The charge is 0. Its spin multiplicity is 3. The LUMO energy (alpha / beta) comes out at 1.07 / -2.34 eV. The expectation value of S² is 2.006.

Cartesian coordinates (Å):
C1 -1.961 1.033 0.763
C2 -2.580 0.385 -1.516
C3 3.180 1.282 0.238
C4 2.963 -0.939 0.836
C5 -0.744 -1.748 -0.094
N1 -1.495 0.669 -0.587
N2 3.221 -0.155 -0.094
N3 -0.464 -0.322 -0.316
H1 -1.235 0.696 1.478
H2 -2.074 2.096 0.805
H3 -2.955 0.554 1.158
H4 -2.433 -0.541 -2.053
H5 -3.589 0.216 -0.992
H6 -2.848 1.220 -2.166
H7 4.166 1.737 0.403
H8 2.512 1.720 -0.615
H9 2.724 1.402 1.209
H10 2.798 -0.696 1.961
H11 0.138 -0.224 -1.084
H12 2.878 -1.996 0.603
H13 -1.211 -2.261 -0.839
H14 0.276 -2.230 0.042
H15 -1.266 -1.897 0.860

Atoms 1-2, force components in eV/Å:
C -1.7767 -0.6243 0.1983
C -2.0068 -0.5062 1.0577


(3)
This record from OMol25 describes the molecule C18H25N5O3S. The level of theory is ωB97M-V with the def2-TZVPD basis set.

The frontier orbital gap comes out at 8.18 eV. The charge is 0. Its SMILES is CC(C)Cc1nc(SCC(=O)N2CCCC2)c2c(=O)n(C)c(=O)n(C)c2n1. The LUMO energy comes out at -0.28 eV.

Cartesian coordinates (Å):
C1 1.818 1.979 1.920
C2 2.048 0.426 1.621
C3 2.784 -0.300 2.755
C4 2.059 -0.080 0.209
C5 1.107 0.255 -0.721
N1 0.025 -0.505 -0.852
C6 -1.045 -0.196 -1.460
S1 -2.332 -1.237 -1.641
C7 -1.584 -2.711 -0.803
C8 -1.534 -1.862 0.732
O1 -1.898 -0.757 1.166
N2 -0.937 -2.719 1.591
C9 -0.207 -3.905 1.591
C10 0.408 -4.221 2.841
C11 -0.395 -3.672 3.757
C12 -0.835 -2.269 3.077
C13 -0.881 1.021 -2.289
C14 -2.108 1.437 -3.279
O2 -3.074 0.715 -3.298
N3 -1.956 2.768 -3.571
C15 -2.990 3.157 -4.438
C16 -0.961 3.647 -3.307
O3 -0.818 4.848 -3.891
N4 0.199 3.135 -2.690
C17 1.237 4.273 -2.390
C18 0.025 1.960 -2.053
N5 1.349 1.687 -1.267
H1 2.886 2.371 1.707
H2 1.187 2.470 1.009
H3 1.541 2.191 2.851
H4 0.827 0.100 1.806
H5 3.786 0.054 2.709
H6 2.730 -1.497 2.455
H7 2.508 -0.188 3.648
H8 3.110 0.565 -0.113
H9 2.380 -1.052 0.077
H10 -0.673 -2.684 -0.867
H11 -2.501 -3.326 -0.389
H12 0.542 -3.867 0.683
H13 -1.060 -4.767 1.229
H14 0.407 -5.452 2.875
H15 1.261 -3.777 3.052
H16 -0.218 -3.511 4.703
H17 -1.321 -4.241 3.807
H18 -1.619 -1.785 3.427
H19 0.068 -1.542 3.327
H20 -2.512 3.476 -5.424
H21 -3.744 2.249 -4.603
H22 -3.438 4.224 -4.218
H23 2.009 3.827 -1.802
H24 1.597 4.364 -3.468
H25 0.743 4.924 -1.789

Atoms 1-2, force components in eV/Å:
C 3.5364 -0.8509 -8.0545
C -8.3396 -0.1512 3.2978


(4)
This record from OMol25 describes C18H20ClFIrO2S8 as an isolated structure. The level of theory is ωB97M-V with the def2-TZVPD basis set.

The frontier orbital gap (alpha / beta) comes out at 4.74 / 5.29 eV. The charge is 0. Its spin multiplicity is 6. The LUMO energy (alpha / beta) comes out at -0.49 / -1.98 eV. The expectation value of S² is 8.804.

Cartesian coordinates (Å):
Ir1 9.726 7.143 12.957
C1 12.083 8.692 14.396
C2 10.920 9.016 15.345
S1 9.381 7.954 15.080
C3 9.716 6.805 16.405
C4 9.298 5.324 16.096
S2 10.465 4.158 15.300
C5 12.142 4.685 15.086
C6 12.605 6.082 14.805
S3 11.924 7.051 13.489
H1 12.207 9.391 13.520
H2 13.050 8.659 14.942
H3 11.149 9.019 16.445
H4 10.448 9.964 15.183
H5 10.822 6.770 16.654
H6 9.128 7.221 17.246
H7 9.160 4.775 17.083
H8 8.409 5.322 15.531
H9 12.524 4.457 16.122
H10 12.679 3.945 14.479
H11 12.644 6.626 15.772
H12 13.666 5.983 14.487
S4 7.067 2.436 8.803
C7 8.298 2.920 9.609
S5 8.762 2.429 11.215
C8 9.592 3.928 11.682
C9 9.692 4.805 10.605
S6 10.140 6.478 10.638
S7 9.326 4.289 9.036
S8 9.624 4.834 13.214
F1 4.226 4.175 9.568
C10 5.230 4.928 10.116
C11 5.699 6.152 9.657
C12 6.341 7.034 10.563
C13 6.775 6.609 11.817
C14 7.351 7.553 12.735
C15 6.391 5.293 12.236
C16 5.605 4.495 11.418
H13 5.432 6.508 8.635
H14 6.504 8.091 10.350
H15 6.856 7.515 13.741
H16 7.518 8.568 12.351
H17 6.817 4.879 13.125
H18 5.240 3.582 11.867
Cl1 10.204 12.011 9.612
C17 10.917 10.646 10.578
C18 9.829 9.639 11.066
O1 10.240 9.137 12.224
O2 8.788 9.374 10.444
H19 11.385 11.091 11.449
H20 11.586 10.144 9.857

Atoms 1-2, force components in eV/Å:
Ir -1.2802 -0.6809 -2.2014
C 0.8490 -0.0328 -0.9675


(5)
This record from OMol25 describes C42H59MgN2O2P2SSi as an isolated structure. The level of theory is ωB97M-V with the def2-TZVPD basis set.

The frontier orbital gap comes out at 6.12 eV. The charge is -1. The LUMO energy comes out at 2.36 eV.

Cartesian coordinates (Å):
Mg1 -0.220 0.244 0.052
C1 1.189 1.391 -4.211
C2 2.372 1.411 -3.232
C3 3.696 1.219 -3.983
P1 1.931 0.393 -1.737
C4 3.487 0.293 -0.691
C5 4.102 1.680 -0.481
C6 4.552 -0.740 -1.068
C7 1.796 -1.351 -2.240
C8 2.326 -1.873 -3.415
C9 2.468 -3.235 -3.645
C10 2.999 -3.765 -4.954
C11 2.141 -4.076 -2.586
C12 1.584 -3.591 -1.416
C13 1.283 -2.219 -1.232
N1 0.660 -1.690 -0.122
C14 0.025 -2.549 0.792
C15 -0.652 -3.727 0.434
C16 -1.218 -4.558 1.386
C17 -1.178 -4.248 2.741
C18 -1.803 -5.149 3.777
C19 -0.578 -3.048 3.098
C20 0.017 -2.201 2.166
P2 0.810 -0.594 2.506
C21 2.536 -1.087 2.994
C22 3.275 0.148 3.520
C23 2.702 -2.309 3.894
C24 0.032 0.178 4.013
C25 0.212 -0.399 5.419
C26 -1.457 0.399 3.720
H1 1.303 2.171 -4.970
H2 0.237 1.544 -3.701
H3 1.129 0.427 -4.721
H4 2.403 2.407 -2.777
H5 3.622 0.443 -4.745
H6 4.520 0.961 -3.324
H7 3.960 2.149 -4.495
H8 3.056 -0.024 0.265
H9 4.507 2.082 -1.414
H10 4.925 1.615 0.236
H11 3.369 2.384 -0.083
H12 5.108 -0.452 -1.962
H13 4.127 -1.729 -1.242
H14 5.271 -0.820 -0.245
H15 2.671 -1.192 -4.182
H16 3.716 -3.070 -5.398
H17 2.197 -3.917 -5.684
H18 3.501 -4.725 -4.816
H19 2.329 -5.143 -2.674
H20 1.383 -4.285 -0.611
H21 -0.746 -3.979 -0.614
H22 -1.715 -5.469 1.063
H23 -1.935 -6.159 3.386
H24 -2.788 -4.780 4.080
H25 -1.184 -5.210 4.675
H26 -0.569 -2.770 4.145
H27 2.974 -1.345 2.022
H28 2.940 0.410 4.526
H29 3.103 1.014 2.874
H30 4.352 -0.040 3.566
H31 2.333 -2.129 4.905
H32 3.764 -2.571 3.967
H33 2.170 -3.171 3.489
H34 0.516 1.161 3.995
H35 -0.259 -1.376 5.528
H36 -0.271 0.271 6.138
H37 1.258 -0.488 5.708
H38 -1.999 -0.550 3.749
H39 -1.622 0.825 2.729
H40 -1.890 1.073 4.465
C27 -4.035 -2.033 1.612
Si1 -3.425 -0.953 0.191
C28 -3.445 -1.999 -1.374
C29 -4.837 0.291 -0.060
O1 -2.020 -0.262 0.473
H41 -5.117 -2.197 1.541
H42 -3.829 -1.548 2.573
H43 -3.539 -3.008 1.622
H44 -4.431 -2.441 -1.554
H45 -2.716 -2.812 -1.306
H46 -3.179 -1.390 -2.246
H47 -5.774 -0.243 -0.256
H48 -4.653 0.962 -0.909
H49 -4.993 0.912 0.831
N2 1.524 2.753 1.371
C30 0.729 2.050 0.898
O2 -1.104 1.462 -1.486
S1 -0.639 2.891 -1.354
C31 -1.736 3.769 -2.511
C32 -2.828 3.100 -3.034
C33 -3.720 3.787 -3.847
C34 -3.510 5.129 -4.137
C35 -2.397 5.785 -3.624
C36 -1.503 5.103 -2.812
C37 -1.507 3.622 0.056
C38 -2.591 2.955 0.590
C39 -3.275 3.536 1.651
C40 -2.868 4.760 2.159
C41 -1.758 5.405 1.620
C42 -1.069 4.834 0.564
H50 -2.969 2.053 -2.790
H51 -4.585 3.273 -4.246
H52 -4.208 5.663 -4.769
H53 -2.228 6.830 -3.851
H54 -0.634 5.610 -2.407
H55 -2.861 1.979 0.204
H56 -4.122 3.015 2.083
H57 -3.405 5.212 2.985
H58 -1.420 6.346 2.036
H59 -0.182 5.307 0.159

Atoms 1-2, force components in eV/Å:
Mg -0.1646 -0.1961 -0.0921
C 0.0433 0.0630 0.0276


(6)
This record from OMol25 describes a 10-piece molecular cluster, C29H72F30N4O4P6 overall. The level of theory is ωB97M-V with the def2-TZVPD basis set.

The frontier orbital gap comes out at 6.98 eV. The charge is 0. The LUMO energy comes out at -1.97 eV.

Cartesian coordinates (Å):
C1 -5.210 3.797 -8.466
C2 -4.092 3.538 -7.465
C3 -3.572 2.101 -7.740
C4 -2.396 1.751 -6.751
P1 -1.364 0.221 -7.094
C5 -2.567 -1.162 -7.384
C6 -1.827 -2.577 -7.350
C7 -2.688 -3.672 -7.986
C8 -3.289 -3.372 -9.391
C9 -0.116 -0.049 -5.746
C10 -0.675 -0.053 -4.278
C11 0.608 -0.120 -3.366
C12 0.372 -0.729 -1.948
C13 -0.640 0.749 -8.700
C14 0.664 0.111 -9.213
C15 1.208 0.644 -10.554
C16 2.657 1.186 -10.403
H1 -5.823 4.683 -8.298
H2 -5.857 2.920 -8.469
H3 -4.841 3.870 -9.489
H4 -4.519 3.523 -6.462
H5 -3.327 4.306 -7.581
H6 -3.067 2.013 -8.702
H7 -4.349 1.338 -7.713
H8 -2.774 1.483 -5.764
H9 -1.774 2.579 -6.408
H10 -3.064 -0.858 -8.305
H11 -3.303 -0.935 -6.612
H12 -1.714 -2.792 -6.287
H13 -0.929 -2.594 -7.969
H14 -3.453 -4.076 -7.323
H15 -1.916 -4.434 -8.091
H16 -4.169 -2.729 -9.397
H17 -3.619 -4.283 -9.891
H18 -2.573 -2.904 -10.066
H19 0.679 0.696 -5.726
H20 0.366 -0.993 -6.001
H21 -1.214 -0.970 -4.040
H22 -1.252 0.860 -4.128
H23 1.068 0.862 -3.262
H24 1.394 -0.783 -3.726
H25 1.313 -0.862 -1.414
H26 -0.023 -1.740 -2.052
H27 -0.404 -0.276 -1.331
H28 -0.473 1.821 -8.600
H29 -1.477 0.757 -9.398
H30 0.473 -0.947 -9.393
H31 1.464 0.134 -8.473
H32 0.700 1.562 -10.850
H33 0.975 0.025 -11.421
H34 2.871 1.867 -9.579
H35 3.047 1.683 -11.291
H36 3.285 0.327 -10.166
C17 -2.742 3.913 5.277
C18 -2.990 3.451 3.752
C19 -4.477 3.629 3.323
O1 -4.833 5.009 3.410
C20 -6.275 5.195 3.633
N1 -2.056 4.274 2.815
H37 -1.408 3.791 2.209
H38 -2.548 4.779 2.092
H39 -1.546 5.043 3.227
H40 -3.250 4.866 5.425
H41 -1.732 4.068 5.657
H42 -3.118 3.183 5.994
H43 -2.593 2.464 3.511
H44 -5.157 3.000 3.898
H45 -4.644 3.540 2.249
H46 -6.292 4.919 4.688
H47 -6.846 4.508 3.009
H48 -6.596 6.232 3.536
C21 1.014 -0.429 2.297
C22 0.517 0.556 3.362
O2 0.183 1.688 3.006
N2 0.490 0.163 4.843
H49 -0.323 -0.430 4.931
H50 1.295 -0.371 5.137
C23 0.539 1.376 5.776
H51 0.443 -0.205 1.396
H52 0.827 -1.494 2.437
H53 2.043 -0.138 2.087
H54 0.301 1.097 6.802
H55 0.023 2.300 5.514
H56 1.602 1.614 5.783
C24 4.871 0.171 0.109
C25 6.311 0.633 0.283
O3 7.154 0.229 -0.509
N3 6.568 1.470 1.521
H57 7.081 2.249 1.134
H58 5.771 1.952 1.910
C26 7.461 0.725 2.509
H59 4.733 -0.117 -0.933
H60 4.176 0.962 0.393
H61 4.730 -0.798 0.588
H62 8.417 0.333 2.164
H63 6.843 -0.084 2.896
H64 7.657 1.362 3.371
C27 2.925 -4.182 3.673
C28 2.777 -5.686 3.341
O4 1.932 -6.069 2.531
N4 3.678 -6.732 3.973
H65 3.861 -7.413 3.250
H66 4.600 -6.391 4.205
C29 2.815 -7.522 5.021
H67 2.182 -3.553 3.183
H68 3.824 -3.655 3.353
H69 2.843 -3.818 4.697
H70 1.977 -8.101 4.634
H71 2.664 -6.870 5.881
H72 3.510 -8.281 5.382
P2 1.768 4.200 8.074
F1 3.016 3.950 9.074
F2 0.787 4.458 9.293
F3 2.150 5.758 8.110
F4 0.596 4.444 6.958
F5 2.945 4.032 6.956
F6 1.410 2.543 8.277
P3 0.684 -2.653 7.223
F7 1.033 -2.854 8.843
F8 -0.108 -1.271 7.527
F9 1.955 -1.749 6.937
F10 0.447 -2.586 5.590
F11 1.512 -4.034 6.911
F12 -0.620 -3.629 7.476
P4 4.315 -0.581 4.795
F13 3.611 0.248 6.083
F14 4.930 -1.657 5.867
F15 2.946 -1.425 4.650
F16 4.998 -1.571 3.695
F17 3.619 0.395 3.705
F18 5.614 0.472 4.881
P5 -3.694 -0.482 6.221
F19 -4.579 0.853 5.878
F20 -2.687 0.295 7.366
F21 -4.786 -0.887 7.451
F22 -2.819 -1.769 6.551
F23 -4.582 -1.356 5.150
F24 -2.819 -0.014 4.949
P6 -1.642 -3.266 1.910
F25 -0.584 -2.687 0.847
F26 -1.981 -1.787 2.614
F27 -2.781 -3.011 0.737
F28 -2.786 -3.921 2.864
F29 -1.304 -4.799 1.307
F30 -0.565 -3.562 3.104

Atoms 1-2, force components in eV/Å:
C -0.3554 -0.2094 -0.4060
C -0.6642 -1.0155 -0.7322


(7)
This record from OMol25 describes a 2-piece molecular cluster, C3H5F3Se overall. The level of theory is ωB97M-V with the def2-TZVPD basis set.

The frontier orbital gap comes out at 8.87 eV. The charge is 0. The LUMO energy comes out at 0.05 eV.

Cartesian coordinates (Å):
C1 1.876 -0.783 0.205
C2 -0.828 0.507 0.711
C3 -1.392 0.222 -0.636
F1 -0.654 0.876 -1.617
F2 -1.423 -1.052 -0.966
F3 -2.679 0.599 -0.827
Se1 0.381 -0.859 1.440
H1 2.689 -0.307 0.769
H2 2.100 -1.735 -0.115
H3 1.385 -0.257 -0.648
H4 0.172 1.860 0.366
H5 -1.627 0.927 1.318

Atoms 1-2, force components in eV/Å:
C -1.5336 2.5390 0.2197
C 3.1453 3.2280 -0.6822